{"formula": "C6H12O", "method": "ωB97M-V with the def2-TZVPD basis set", "total_charge": 0, "relative_energy_kj_mol": 361.7, "gap_ev": 9.3653, "e_tot_ha": -310.92153, "elements": ["C", "C", "O", "C", "C", "C", "C", "H", "H", "H", "H", "H", "H", "H", "H", "H", "H", "H", "H"], "coordinates": [[1.688, -0.167, -1.301], [1.143, -0.220, 0.003], [1.064, 1.680, 0.178], [-0.342, 1.445, 0.098], [-0.365, -0.084, 0.276], [-0.665, -0.469, 1.725], [-1.272, -0.851, -0.680], [1.548, 1.145, -0.904], [2.719, -0.478, -1.439], [1.028, -0.333, -2.149], [1.785, -0.491, 0.839], [-0.763, 1.787, -0.859], [-0.870, 1.964, 0.907], [-0.031, 0.099, 2.415], [-0.489, -1.539, 1.895], [-1.711, -0.257, 1.971], [-1.160, -1.934, -0.554], [-1.072, -0.607, -1.728], [-2.319, -0.598, -0.476]]}

{"formula": "C6H9FO", "method": "ωB97M-V with the def2-TZVPD basis set", "total_charge": 0, "relative_energy_kj_mol": 372.4, "gap_ev": 10.3006, "smiles": "OCC1=C[C@H](F)CC1", "e_tot_ha": -408.95572, "elements": ["O", "C", "C", "C", "C", "F", "C", "C", "H", "H", "H", "H", "H", "H", "H", "H", "H"], "coordinates": [[-0.160, 0.634, 3.060], [0.782, 0.977, 2.024], [0.362, 0.368, 0.578], [-0.119, 0.979, -0.584], [0.004, -0.048, -1.775], [-1.232, -0.292, -2.580], [0.158, -1.428, -1.246], [0.224, -1.076, 0.315], [-0.910, 1.122, 2.836], [1.887, 0.346, 2.201], [1.140, 2.195, 2.335], [0.176, 2.104, -0.730], [0.722, 0.236, -2.640], [-0.501, -2.201, -1.441], [1.115, -2.101, -1.387], [0.917, -1.584, 0.790], [-0.646, -1.195, 0.916]]}

{"formula": "C4H6O", "method": "ωB97M-V with the def2-TZVPD basis set", "total_charge": 0, "relative_energy_kj_mol": 498.7, "gap_ev": 8.6152, "e_tot_ha": -231.03377, "elements": ["C", "C", "C", "O", "C", "H", "H", "H", "H", "H", "H"], "coordinates": [[-0.706, 0.794, -0.079], [-0.783, -0.702, -0.399], [0.936, -0.646, 0.974], [0.797, -0.665, -0.647], [0.778, 0.584, 0.161], [-1.242, 1.146, 0.804], [-0.967, 1.383, -0.962], [-1.238, -1.328, 0.393], [-1.103, -1.023, -1.375], [1.978, -0.879, 1.163], [1.551, 1.335, -0.031]]}

{"formula": "C5H6O2", "method": "ωB97M-V with the def2-TZVPD basis set", "total_charge": 0, "relative_energy_kj_mol": 350.3, "gap_ev": 10.4200, "smiles": "O=CCC#CCO", "e_tot_ha": -344.46850, "elements": ["O", "C", "C", "C", "C", "C", "O", "H", "H", "H", "H", "H", "H"], "coordinates": [[-3.367, -0.557, -0.645], [-2.321, 0.024, -0.511], [-1.392, -0.234, 0.658], [-0.283, 0.709, 0.807], [0.900, 0.843, 0.589], [2.047, 0.020, 0.149], [2.744, 0.461, -0.980], [-1.941, 0.734, -1.276], [-1.948, -0.469, 1.567], [-0.829, -1.152, 0.375], [2.770, -0.151, 0.946], [1.529, -0.950, -0.040], [2.090, 0.723, -1.640]]}

{"formula": "C4H7N3S2", "method": "ωB97M-V with the def2-TZVPD basis set", "total_charge": 0, "relative_energy_kj_mol": 192.8, "gap_ev": 6.7970, "smiles": "CC(=S)/N=C(/C)NN=S", "e_tot_ha": -1117.17922, "elements": ["C", "C", "S", "N", "C", "C", "N", "N", "S", "H", "H", "H", "H", "H", "H", "H"], "coordinates": [[2.224, -0.285, 1.431], [1.659, -0.005, 0.077], [2.540, 0.688, -1.131], [0.468, -0.498, -0.197], [-0.728, -0.233, -0.497], [-1.603, -1.295, -1.090], [-1.365, 0.966, -0.279], [-0.802, 2.048, 0.231], [-1.690, 3.332, 0.388], [3.078, -0.956, 1.339], [2.571, 0.643, 1.873], [1.472, -0.731, 2.078], [-2.288, -1.679, -0.335], [-2.180, -0.883, -1.913], [-0.995, -2.119, -1.450], [-2.362, 1.008, -0.526]]}

{"formula": "C13H19Cl24NO3S", "method": "ωB97M-V with the def2-TZVPD basis set", "total_charge": 0, "gap_ev": 9.1671, "smiles": "CCSCOC(=O)OCN.ClC(Cl)Cl.ClC(Cl)Cl.ClC(Cl)Cl.ClC(Cl)Cl.ClC(Cl)Cl.ClC(Cl)Cl.ClC(Cl)Cl.ClC(Cl)Cl", "e_tot_ha": -12229.79025, "elements": ["C", "C", "S", "C", "O", "C", "O", "O", "C", "N", "H", "H", "H", "H", "H", "H", "H", "H", "H", "H", "H", "Cl", "C", "Cl", "Cl", "H", "Cl", "C", "Cl", "Cl", "H", "Cl", "C", "Cl", "Cl", "H", "Cl", "C", "Cl", "Cl", "H", "Cl", "C", "Cl", "Cl", "H", "Cl", "C", "Cl", "Cl", "H", "Cl", "C", "Cl", "Cl", "H", "Cl", "C", "Cl", "Cl", "H"], "coordinates": [[3.428, 0.617, 0.007], [2.138, -0.172, -0.628], [0.938, -0.823, 0.711], [-0.489, -1.547, -0.333], [-1.800, -1.413, 0.336], [-2.869, -1.720, -0.624], [-2.581, -2.680, -1.549], [-4.221, -1.165, -0.672], [-4.443, -0.055, 0.252], [-5.316, 0.969, -0.508], [3.946, 1.229, -0.875], [3.146, 1.348, 0.890], [4.214, -0.210, 0.353], [1.546, 0.507, -1.390], [2.545, -1.101, -1.246], [-0.176, -2.665, -0.537], [-0.517, -0.905, -1.324], [-5.135, -0.435, 1.133], [-3.502, 0.535, 0.597], [-5.204, 0.750, -1.536], [-5.001, 1.942, -0.310], [-2.299, 0.984, -2.963], [-1.666, 0.067, -4.340], [-2.068, 0.877, -5.864], [0.087, -0.146, -4.193], [-2.134, -0.921, -4.341], [1.675, 0.215, 5.575], [1.599, 0.951, 3.965], [1.222, 2.678, 4.088], [3.124, 0.707, 3.097], [0.800, 0.463, 3.401], [-2.657, 2.378, -8.494], [-1.561, 1.751, -9.736], [-0.352, 0.676, -9.014], [-2.471, 0.905, -11.000], [-1.040, 2.596, -10.194], [5.471, -3.418, -0.210], [4.441, -3.418, 1.231], [4.101, -1.760, 1.754], [2.932, -4.292, 0.916], [4.974, -3.931, 2.036], [-3.567, 1.942, 6.358], [-1.860, 1.676, 5.965], [-1.141, 0.500, 7.078], [-1.685, 1.132, 4.288], [-1.329, 2.625, 6.077], [8.169, 1.424, -0.474], [7.462, 0.778, 1.017], [6.007, 1.687, 1.460], [7.087, -0.944, 0.832], [8.194, 0.887, 1.821], [0.510, -3.204, 9.622], [1.301, -2.260, 8.348], [2.304, -0.981, 9.054], [2.276, -3.313, 7.309], [0.527, -1.792, 7.735], [-7.467, 2.262, -4.585], [-5.760, 1.996, -4.978], [-5.041, 0.820, -3.865], [-5.585, 1.453, -6.655], [-5.229, 2.945, -4.866]]}

{"formula": "C4H9NO", "method": "ωB97M-V with the def2-TZVPD basis set", "total_charge": 0, "relative_energy_kj_mol": 486.1, "gap_ev": 8.6737, "e_tot_ha": -287.64729, "elements": ["C", "O", "C", "C", "C", "N", "H", "H", "H", "H", "H", "H", "H", "H", "H"], "coordinates": [[2.177, 0.533, -0.092], [0.772, 0.512, -0.055], [0.245, -0.782, 0.106], [-1.268, -0.696, 0.233], [-1.972, 0.328, 1.014], [-1.826, 0.262, -0.737], [2.570, -0.064, -0.929], [2.607, 0.148, 0.844], [2.484, 1.574, -0.222], [0.637, -1.253, 1.022], [0.535, -1.417, -0.749], [-1.720, -1.687, 0.129], [-1.246, 1.125, 1.235], [-2.807, 0.445, -0.725], [-1.188, 0.970, -1.072]]}

{"formula": "C6H14BN3O6S2", "method": "ωB97M-V with the def2-TZVPD basis set", "total_charge": 0, "gap_ev": 9.4446, "e_tot_ha": -1673.99735, "elements": ["C", "N", "C", "B", "O", "O", "S", "O", "O", "C", "C", "S", "C", "N", "N", "C", "O", "H", "H", "H", "H", "H", "H", "H", "H", "H", "H", "H", "H", "O", "H", "H"], "coordinates": [[-0.153, -2.040, 2.114], [-0.380, -2.657, 0.801], [-1.005, -3.969, 0.961], [0.857, -2.704, 0.053], [1.649, -3.825, -0.078], [1.294, -1.557, -0.621], [0.038, -0.731, -1.344], [-0.084, -1.345, -2.633], [0.857, 0.650, -1.668], [1.628, 1.213, -0.605], [1.281, 2.687, -0.285], [-0.266, 3.314, -0.955], [-1.434, 2.111, -0.510], [-1.488, 1.439, 0.594], [-2.591, 0.596, 0.462], [-3.099, 0.847, -0.694], [-2.413, 1.810, -1.376], [0.261, -1.046, 1.980], [0.540, -2.623, 2.730], [-1.092, -1.960, 2.649], [-1.457, -4.314, 0.039], [-0.319, -4.737, 1.319], [-1.798, -3.896, 1.698], [2.260, -3.927, 0.653], [2.658, 1.189, -0.945], [1.595, 0.630, 0.307], [1.223, 2.791, 0.791], [2.069, 3.333, -0.637], [-3.953, 0.393, -1.150], [1.425, 5.881, -1.175], [1.061, 6.506, -0.541], [0.836, 5.941, -1.934]]}

{"formula": "C5H12O", "method": "ωB97M-V with the def2-TZVPD basis set", "total_charge": 0, "relative_energy_kj_mol": 56.6, "gap_ev": 10.9010, "smiles": "CC[C@@H](C)OC", "e_tot_ha": -272.92712, "elements": ["C", "C", "C", "C", "O", "C", "H", "H", "H", "H", "H", "H", "H", "H", "H", "H", "H", "H"], "coordinates": [[-1.314, 1.388, -1.364], [0.097, 0.817, -1.156], [0.205, -0.289, -0.094], [1.572, -0.962, -0.071], [-0.143, 0.293, 1.156], [-0.409, -0.681, 2.138], [-2.028, 0.624, -1.697], [-1.712, 1.844, -0.453], [-1.301, 2.166, -2.138], [0.770, 1.636, -0.873], [0.461, 0.417, -2.112], [-0.572, -1.040, -0.329], [1.766, -1.493, -1.009], [1.673, -1.708, 0.731], [2.368, -0.228, 0.090], [-1.094, -0.242, 2.872], [-0.865, -1.555, 1.673], [0.525, -0.986, 2.635]]}

{"formula": "C3H4NO4", "method": "ωB97M-V with the def2-TZVPD basis set", "total_charge": -1, "relative_energy_kj_mol": 72.4, "gap_ev": 5.7129, "smiles": "O=C1OCN([O-])[C@H]1O", "e_tot_ha": -472.36293, "elements": ["O", "C", "O", "C", "N", "O", "C", "O", "H", "H", "H", "H"], "coordinates": [[-0.228, 3.006, 0.218], [-0.067, 1.831, -0.053], [0.041, 1.369, -1.317], [0.018, -0.077, -1.220], [-0.417, -0.467, 0.096], [-1.676, -0.923, 0.021], [-0.132, 0.734, 1.001], [1.024, 0.370, 1.706], [1.098, -0.238, -1.577], [-0.597, -0.429, -1.929], [-0.970, 0.906, 1.590], [0.714, -0.383, 2.283]]}

{"formula": "C17H20N2O4", "method": "ωB97M-V with the def2-TZVPD basis set", "total_charge": 0, "relative_energy_kj_mol": 176.9, "gap_ev": 8.7802, "smiles": "CCCCNC(=O)Oc1cccc(-c2oc(C)cc2C(N)=O)c1", "e_tot_ha": -1070.29128, "elements": ["C", "C", "C", "C", "N", "C", "O", "O", "C", "C", "C", "C", "C", "C", "O", "C", "C", "C", "C", "C", "N", "O", "C", "H", "H", "H", "H", "H", "H", "H", "H", "H", "H", "H", "H", "H", "H", "H", "H", "H", "H", "H", "H"], "coordinates": [[4.390, 5.423, 0.376], [3.684, 4.157, 0.901], [4.220, 2.832, 0.317], [3.224, 1.738, 0.454], [2.027, 1.998, -0.315], [0.861, 1.388, 0.017], [0.877, 0.625, 0.994], [-0.250, 1.845, -0.601], [-1.375, 1.107, -0.452], [-2.578, 1.748, -0.206], [-3.766, 1.029, 0.061], [-3.761, -0.381, 0.121], [-2.555, -1.067, -0.242], [-2.468, -2.549, -0.442], [-3.580, -3.227, -0.875], [-3.273, -4.550, -0.888], [-4.162, -5.598, -1.382], [-1.983, -4.739, -0.515], [-1.444, -3.429, -0.206], [-0.061, -3.284, 0.330], [0.353, -2.283, 1.141], [0.774, -4.109, 0.052], [-1.414, -0.290, -0.547], [3.955, 6.330, 0.825], [5.466, 5.351, 0.609], [4.310, 5.484, -0.701], [2.635, 4.264, 0.672], [3.804, 4.073, 1.973], [4.463, 2.845, -0.739], [5.148, 2.552, 0.837], [2.958, 1.608, 1.526], [3.665, 0.769, 0.198], [2.019, 2.815, -0.906], [-2.615, 2.832, -0.208], [-4.688, 1.613, 0.220], [-4.650, -0.909, 0.420], [-4.927, -5.799, -0.645], [-3.601, -6.488, -1.588], [-4.685, -5.332, -2.304], [-1.479, -5.720, -0.501], [1.233, -2.398, 1.596], [-0.283, -1.524, 1.441], [-0.468, -0.749, -0.817]]}

{"formula": "C6H9N", "method": "ωB97M-V with the def2-TZVPD basis set", "total_charge": 0, "relative_energy_kj_mol": 318.5, "gap_ev": 9.5614, "e_tot_ha": -288.66074, "elements": ["C", "N", "C", "C", "C", "C", "C", "H", "H", "H", "H", "H", "H", "H", "H", "H"], "coordinates": [[1.920, 0.402, 0.086], [0.908, -0.573, -0.309], [-0.034, -1.062, 0.686], [-1.216, -0.078, 0.793], [-0.938, 1.023, -0.219], [-0.273, -0.095, -1.062], [-1.150, -1.130, -0.289], [1.768, 0.786, 1.104], [1.906, 1.261, -0.596], [2.916, -0.051, 0.032], [0.234, -1.753, 1.480], [-1.872, -0.053, 1.657], [-0.335, 1.894, 0.069], [-1.866, 1.354, -0.695], [-0.155, 0.002, -2.143], [-1.813, -1.929, -0.595]]}

Which formula does entry 3 have? C4H6O